Run i
An isolated molecule of C2H7BrSi. Source: the Open Molecules 2025 dataset; level of theory: ωB97M-V with the def2-TZVPD basis set.

Each line ends with the Mulliken charge.
Atoms and positions in Å:
1 C -0.04788 -1.54107 0.13400  -0.9600
2 C 0.36541 -0.20045 -0.35501  -0.3894
3 Si -0.63571 1.41814 0.09212  0.4590
4 Br 2.45539 0.25226 0.42618  -0.2392
5 H -0.27718 -1.43669 1.24068  0.3053
6 H -0.87506 -1.93257 -0.62646  0.2774
7 H 0.69538 -2.18814 -0.10256  0.3947
8 H 0.50093 -0.03762 -1.44979  0.4344
9 H -2.11766 1.55573 0.16259  -0.1062
10 H -0.04451 1.87646 1.46426  -0.0694
11 H -0.01910 2.23395 -0.98601  -0.1066

Output
HOMO-LUMO gap = 0.3566 Ha
SMILES = C[C@@H]([SiH3])Br
E_HOMO = -9.93 eV
LUMO = -0.23 eV
Molecular weight = 139.068 g/mol

***

Run ii
A cluster of 2 separate species, C2H7BrSi in total. Source: the Open Molecules 2025 dataset; level of theory: ωB97M-V with the def2-TZVPD basis set.

Each line ends with the Mulliken charge.
Atoms and positions in Å:
1 C -1.23594 0.43518 0.99015  -0.8682
2 C 0.70412 -0.40744 -1.33661  -0.7687
3 Si -0.96813 -0.41608 -0.64867  0.0951
4 Br 4.09306 0.04700 3.03254  -0.1103
5 H -0.33858 0.83333 1.47372  0.3014
6 H -1.83609 1.35878 0.71124  0.2543
7 H -1.93158 0.04641 1.80275  0.3099
8 H 0.92300 0.65582 -1.68869  0.2820
9 H 1.44966 -0.48150 -0.47812  0.2310
10 H 1.11796 -1.15193 -2.08835  0.2993
11 H -1.97747 -0.91957 -1.76994  -0.0258

Output
HOMO-LUMO gap (spin up / spin down) = 0.4044 / 0.0835 Ha
E_HOMO (spin up / spin down) = -10.89 / -6.00 eV
LUMO (spin up / spin down) = 0.12 / -3.73 eV
Molecular weight = 139.068 g/mol

***

Least stable = run ii

***

Run i
A cluster of 11 separate species, C33H50O33 in total. Source: the Open Molecules 2025 dataset; level of theory: ωB97M-V with the def2-TZVPD basis set.

Each line ends with the Mulliken charge.
Atoms and positions in Å:
1 C -4.81738 -1.24645 2.89444  -0.7592
2 O -4.07412 -0.15337 2.52082  -0.0326
3 C -3.35179 0.37198 3.52813  0.4438
4 O -3.57726 0.17956 4.74418  -0.5980
5 O -2.48393 1.20636 2.94443  0.2434
6 C -1.76896 2.07610 3.81205  -0.8569
7 H -5.63880 -0.96498 3.55332  0.2725
8 H -4.22886 -1.93112 3.50516  0.3632
9 H -5.17153 -1.81556 2.03491  0.1181
10 H -0.92245 2.67124 3.46951  0.0845
11 H -1.23320 1.51951 4.58099  0.3802
12 H -2.50361 2.72723 4.28577  0.3844
13 C 1.79152 -7.19848 1.73457  -0.8366
14 O 1.56979 -5.98484 0.96428  -0.2022
15 C 2.65499 -5.24237 0.75240  0.6935
16 O 3.79545 -5.46237 1.14325  -0.5982
17 O 2.30928 -4.26645 -0.11459  -0.2381
18 C 3.24337 -3.27970 -0.43552  -0.3438
19 H 2.38705 -7.02652 2.63116  0.3475
20 H 2.22133 -8.01322 1.15185  0.3362
21 H 0.88536 -7.64842 2.14018  0.2794
22 H 3.66015 -3.39869 -1.43563  0.2929
23 H 4.11910 -3.22167 0.21089  0.4065
24 H 2.69235 -2.34219 -0.36104  -0.1342
25 C 6.78103 -1.04956 -2.71188  -0.6694
26 O 6.25390 0.18017 -2.33438  -0.3505
27 C 5.39963 0.21124 -1.27141  0.7170
28 O 4.98808 -0.79377 -0.68851  -0.5776
29 O 5.01146 1.47321 -1.00300  -0.4113
30 C 4.07517 1.60890 0.09694  0.0177
31 H 6.05542 -1.77447 -3.08078  0.2809
32 H 7.40222 -1.47219 -1.92220  0.3090
33 H 7.56552 -0.81446 -3.43120  0.2583
34 H 3.36562 0.78193 0.06964  -0.0463
35 H 3.57613 2.53866 -0.17623  0.2232
36 H 4.52509 1.69612 1.08591  0.2377
37 O 1.98209 0.15378 -8.82592  -0.5226
38 C 1.29298 0.23883 -7.80833  0.5423
39 O 1.02377 1.36798 -7.07083  -0.4333
40 C 0.03856 1.30654 -6.12818  0.2472
41 C -0.40271 -0.13395 -6.26004  0.1345
42 O 0.32256 -0.69032 -7.29802  -0.4196
43 H 0.41610 1.60541 -5.15030  -0.0156
44 H -0.72871 2.04322 -6.36628  0.1245
45 H -1.46053 -0.18599 -6.51775  0.1742
46 H -0.30078 -0.65119 -5.30601  0.1531
47 O -0.73151 -2.75545 3.11938  -0.5103
48 C -0.77776 -3.54338 2.23609  0.5647
49 O -0.57072 -3.37254 0.91680  -0.0407
50 C -0.98204 -4.43703 0.08768  -0.1045
51 C -1.51084 -5.43962 1.10053  -0.3397
52 O -1.12692 -4.90070 2.35339  -0.4365
53 H -1.76196 -4.11920 -0.60428  0.2638
54 H -0.20869 -4.93744 -0.49509  0.1387
55 H -1.06833 -6.42788 0.97551  0.2312
56 H -2.59139 -5.39539 0.96435  0.2678
57 O -1.36534 4.26876 -0.28464  -0.5688
58 C -2.50690 3.90981 -0.16975  0.5866
59 O -3.50550 3.95417 -1.07293  -0.3415
60 C -4.74643 3.69384 -0.48603  -0.5085
61 C -4.25923 2.86879 0.67988  0.3324
62 O -2.97339 3.34151 0.93967  -0.2407
63 H -5.09606 4.66727 -0.14207  0.3147
64 H -5.57563 3.22400 -1.01498  0.3500
65 H -4.33086 1.80604 0.44850  -0.3806
66 H -4.94442 3.12973 1.48643  0.3707
67 O -6.79934 0.83886 -0.84346  -0.5933
68 C -5.96973 -0.01212 -0.96267  0.5403
69 O -4.74712 0.10642 -1.50040  -0.0909
70 C -3.93311 -1.03131 -1.14413  0.3902
71 C -5.02453 -2.02783 -0.72350  -0.4716
72 O -6.12385 -1.15270 -0.41198  -0.3938
73 H -3.42868 -1.46160 -2.00929  0.3398
74 H -3.26396 -0.71654 -0.34334  -0.1979
75 H -4.71313 -2.69739 0.07826  0.2181
76 H -5.27678 -2.72827 -1.51964  0.3237
77 O 1.41065 2.38791 3.43114  -0.4494
78 C 2.14413 3.35348 3.62474  0.7241
79 O 2.29765 4.38307 2.68674  -0.3166
80 C 2.97818 5.51556 3.21581  -0.3771
81 C 3.76718 4.85780 4.33586  -0.3838
82 O 2.92322 3.74120 4.65582  -0.3597
83 H 3.70265 5.93701 2.51893  0.2830
84 H 2.23502 6.24948 3.52752  0.2888
85 H 3.81236 5.52269 5.19839  0.3396
86 H 4.76895 4.51861 4.07220  0.2819
87 O 3.19516 -0.35667 2.40740  -0.1694
88 C 3.82811 -0.10770 3.45641  0.4384
89 O 4.72212 0.86108 3.61702  -0.3333
90 C 5.24916 0.82476 4.97351  -0.2990
91 C 4.63639 -0.36425 5.61683  -0.2901
92 O 3.69132 -0.79249 4.65863  -0.3418
93 H 6.32600 0.67900 4.88825  0.2660
94 H 5.17698 1.84906 5.33916  0.2057
95 H 4.23787 -0.04730 6.58058  0.2636
96 H 5.28420 -1.21467 5.82952  0.2820
97 O -3.92463 2.13069 -7.78453  -0.5693
98 C -3.65994 1.87592 -6.62629  0.5954
99 O -3.86002 0.61578 -6.03173  -0.4625
100 C -3.59557 0.74794 -4.63519  0.6045
101 C -3.57564 2.28191 -4.37634  0.0831
102 O -3.55371 2.81809 -5.70067  -0.3576
103 H -4.41479 0.25970 -4.10736  -0.0318
104 H -2.67506 0.29199 -4.27066  -0.0700
105 H -2.66558 2.49750 -3.81651  0.0853
106 H -4.40197 2.55100 -3.71841  0.1285
107 O -0.36379 1.45128 -2.89931  -0.6060
108 C -0.16024 1.21574 -1.73099  0.4935
109 O -0.68874 0.14705 -1.08244  -0.1888
110 C -0.08524 -0.00416 0.15986  0.4178
111 C 0.52590 1.37272 0.43359  1.0499
112 O 0.65254 1.89479 -0.92009  -0.2439
113 H -0.80270 -0.40129 0.87794  0.0671
114 H 0.73071 -0.70391 -0.02091  -0.3099
115 H 1.49792 1.25595 0.91279  -0.6561
116 H -0.19288 2.05495 0.88749  -0.1149

Output
HOMO-LUMO gap = 0.3766 Ha
SMILES = COC(=O)OC.COC(=O)OC.COC(=O)OC.O=C1OCCO1.O=C1OCCO1.O=C1OCCO1.O=C1OCCO1.O=C1OCCO1.O=C1OCCO1.O=C1OCCO1.O=C1OCCO1
E_HOMO = -10.25 eV
LUMO = -0.01 eV
Molecular weight = 974.730 g/mol

***

Run ii
A cluster of 11 separate species, C33H50O33 in total. Source: the Open Molecules 2025 dataset; level of theory: ωB97M-V with the def2-TZVPD basis set.

Each line ends with the Mulliken charge.
Atoms and positions in Å:
1 C -2.82394 1.07379 6.46994  -0.2898
2 O -1.98628 0.12643 5.75025  -0.3796
3 C -1.66267 0.25357 4.45777  0.8749
4 O -1.92167 1.16772 3.70912  -0.5865
5 O -0.84332 -0.71468 4.22834  -0.3728
6 C -0.28906 -0.97564 2.90647  -0.5866
7 H -2.23834 1.19145 7.38171  0.1885
8 H -3.84791 0.74275 6.64315  0.3682
9 H -2.82261 2.02965 5.94606  0.0243
10 H 0.59240 -0.33516 2.93634  0.2249
11 H -1.01362 -0.63116 2.16861  0.3164
12 H -0.05836 -2.03129 2.76331  0.2138
13 C -5.57567 4.09645 14.72275  -0.5608
14 O -4.99211 3.06936 13.94763  -0.3394
15 C -4.98926 3.08599 12.57266  0.8665
16 O -5.37211 4.04689 11.86990  -0.5613
17 O -4.63309 1.88279 12.16211  -0.3556
18 C -4.42823 1.62407 10.78712  -0.1969
19 H -5.28783 3.90741 15.75692  0.2300
20 H -6.65787 3.98784 14.65121  0.3123
21 H -5.34778 5.09488 14.34953  0.1989
22 H -4.40480 2.56086 10.23037  -0.2090
23 H -5.10794 0.88086 10.37029  0.3676
24 H -3.44932 1.21972 10.52953  0.2644
25 C -5.35509 4.66449 8.55989  -0.6518
26 O -4.34678 5.61513 8.76801  0.3418
27 C -4.31882 6.92134 8.25760  0.4241
28 O -3.40841 7.70219 8.48531  -0.4711
29 O -5.41186 7.09143 7.48099  -0.3754
30 C -5.75543 8.33663 6.85360  -0.6999
31 H -5.09619 3.60960 8.46894  0.1000
32 H -5.83245 4.88534 7.60519  0.3345
33 H -5.99766 4.73244 9.43771  0.3362
34 H -5.83850 9.15605 7.56757  0.3272
35 H -6.73709 8.20383 6.39883  0.2758
36 H -5.06352 8.60985 6.05691  0.2018
37 O -1.62963 6.95943 5.05143  -0.2619
38 C -1.88250 7.76285 4.13931  0.3220
39 O -1.17080 8.92154 3.96189  -0.2769
40 C -1.36704 9.37727 2.68895  -0.4423
41 C -2.65237 8.63980 2.25025  -0.4231
42 O -2.74454 7.61859 3.13669  -0.2156
43 H -1.44587 10.46420 2.66702  0.3263
44 H -0.54803 8.99029 2.08266  0.2607
45 H -2.49090 8.29215 1.22988  0.2924
46 H -3.47899 9.34227 2.35687  0.3211
47 O 0.43330 6.89874 13.71907  -0.5905
48 C -0.57290 6.90637 13.05603  0.6421
49 O -0.85922 7.78469 12.02221  -0.3553
50 C -2.18743 7.63685 11.53266  0.7493
51 C -2.66607 6.49417 12.33922  0.4126
52 O -1.61527 6.14640 13.22096  -0.3636
53 H -2.81740 8.52059 11.63393  0.2658
54 H -2.23857 7.27445 10.50595  -0.6490
55 H -2.88913 5.61225 11.73876  -0.2654
56 H -3.61914 6.72996 12.81266  0.1200
57 O -1.79383 3.37721 10.49419  -0.7587
58 C -1.48779 4.10222 9.51540  0.8392
59 O -1.52860 3.77088 8.19504  -0.3968
60 C -1.17853 4.94911 7.42628  1.4325
61 C -0.62494 5.91333 8.45914  1.0350
62 O -0.97061 5.32502 9.65283  -0.0667
63 H -0.39240 4.62161 6.74594  0.4882
64 H -2.09697 5.33072 6.98028  -1.1748
65 H -1.07294 6.90662 8.43141  -0.5921
66 H 0.44722 6.08939 8.37198  -0.5764
67 O 2.10195 8.44850 8.45143  -0.4609
68 C 3.30061 8.43794 8.15771  0.7196
69 O 4.29507 8.26356 9.07607  -0.3321
70 C 5.51932 8.39361 8.45890  -0.3264
71 C 5.24663 8.44448 6.97136  -0.3252
72 O 3.81782 8.54783 6.93367  -0.3136
73 H 6.09011 9.25871 8.79637  0.2975
74 H 6.13040 7.51703 8.67402  0.2799
75 H 5.49674 7.57063 6.36975  0.2519
76 H 5.65678 9.33447 6.49410  0.2481
77 O -6.00576 1.98552 4.32384  -0.5886
78 C -5.38858 3.01646 4.27709  0.5970
79 O -5.73647 4.09523 4.91373  -0.3683
80 C -4.72181 5.07604 4.71401  0.8129
81 C -4.15543 4.64956 3.34315  -0.1656
82 O -4.34876 3.24507 3.42021  -0.3663
83 H -5.15062 6.07746 4.67680  0.2277
84 H -3.93771 5.05101 5.47075  -0.6937
85 H -3.11951 4.82451 3.05271  0.2105
86 H -4.68817 5.04704 2.47926  0.2918
87 O -1.18870 13.33773 5.76618  -0.6295
88 C -0.76223 12.40934 6.43029  0.6068
89 O -1.10273 11.19865 6.20533  -0.3256
90 C -0.31794 10.30881 6.95567  0.3909
91 C 0.59320 11.17978 7.75545  0.0211
92 O 0.07796 12.44979 7.44321  -0.3884
93 H -0.90845 9.67929 7.62133  -0.1270
94 H 0.27757 9.64312 6.33091  0.1691
95 H 1.64562 11.11613 7.47891  0.0775
96 H 0.56278 11.07254 8.83973  0.2020
97 O 4.63612 4.22630 13.21881  -0.6567
98 C 3.75774 4.33857 12.33397  0.5639
99 O 2.82633 3.45950 12.00641  -0.4172
100 C 1.91925 3.94119 11.04779  0.2479
101 C 2.39044 5.39307 10.93694  1.0832
102 O 3.64466 5.36431 11.58302  -0.3877
103 H 1.98986 3.42700 10.08929  0.0008
104 H 0.90017 3.72899 11.37110  0.1082
105 H 1.67897 5.99112 11.50635  -0.1611
106 H 2.38487 5.79450 9.92357  -0.4908
107 O 2.94917 4.97936 7.81243  -0.4592
108 C 2.81746 4.06627 6.98525  0.2208
109 O 1.60482 3.55819 6.64764  0.0010
110 C 1.81158 2.51383 5.63769  -0.3491
111 C 3.35778 2.29415 5.66837  -0.3058
112 O 3.80311 3.43207 6.30712  -0.3675
113 H 1.25506 1.58740 5.77956  0.2607
114 H 1.51817 2.89081 4.65796  0.2707
115 H 3.75027 2.43901 4.66186  0.3076
116 H 3.58215 1.36810 6.19769  0.2832

Output
HOMO-LUMO gap = 0.3552 Ha
SMILES = COC(=O)OC.COC(=O)OC.COC(=O)OC.O=C1OCCO1.O=C1OCCO1.O=C1OCCO1.O=C1OCCO1.O=C1OCCO1.O=C1OCCO1.O=C1OCCO1.O=C1OCCO1
E_HOMO = -9.80 eV
LUMO = -0.14 eV
Molecular weight = 974.730 g/mol

***

Least stable = run i

***

Run i
A cluster of 2 separate species, CH4N2S in total. Source: the Open Molecules 2025 dataset; level of theory: ωB97M-V with the def2-TZVPD basis set.

Each line ends with the Mulliken charge.
Atoms and positions in Å:
1 N -0.98385 0.35597 0.85224  -0.3547
2 C -1.98998 0.02438 0.31523  0.3801
3 S -3.34195 -0.16067 -0.41332  -0.3788
4 H -0.14157 -0.09411 1.15942  0.3638
5 N 1.42060 0.02238 -0.29440  -0.7391
6 H 1.29507 0.63694 -1.03060  0.2321
7 H 2.44927 0.12602 0.05616  0.2376
8 H 1.29241 -0.91092 -0.64474  0.2590

Output
HOMO-LUMO gap = 0.3619 Ha
SMILES = N=C=S.N
E_HOMO = -9.09 eV
LUMO = 0.76 eV
Molecular weight = 76.124 g/mol

***

Run ii
An isolated molecule of CH4N2S. Source: the Open Molecules 2025 dataset; level of theory: ωB97M-V with the def2-TZVPD basis set.

Each line ends with the Mulliken charge.
Atoms and positions in Å:
1 S -2.30213 -0.02511 -0.05102  -0.1147
2 N -0.85818 0.47023 0.69949  -0.1712
3 C 0.37365 -0.19401 0.40383  0.0498
4 N 0.02565 0.97389 -0.30300  -0.4377
5 H -1.81393 -0.58883 -1.19724  0.1324
6 H 0.30634 -1.05586 -0.27110  0.1582
7 H 1.24564 -0.30636 1.18604  0.2091
8 H 0.36966 1.88485 -0.25875  0.1740

Output
HOMO-LUMO gap = 0.3721 Ha
SMILES = SN1CN1
E_HOMO = -9.05 eV
LUMO = 1.08 eV
Molecular weight = 76.124 g/mol

***

Run iii
An isolated molecule of CH4N2S. Source: the Open Molecules 2025 dataset; level of theory: ωB97M-V with the def2-TZVPD basis set.

Each line ends with the Mulliken charge.
Atoms and positions in Å:
1 N -1.35794 -0.14723 -0.01233  -0.6292
2 N -0.00817 -0.55834 -0.00341  0.0309
3 C 1.02973 0.27132 -0.00505  -0.0940
4 S 2.60637 -0.18121 -0.00387  -0.3542
5 H -1.54285 0.45804 -0.82195  0.2672
6 H -1.65384 0.37230 0.83053  0.2636
7 H 0.17606 -1.55002 -0.01444  0.2189
8 H 0.75064 1.33514 0.03052  0.2968

Output
HOMO-LUMO gap = 0.3415 Ha
SMILES = NNC=S
E_HOMO = -8.53 eV
LUMO = 0.76 eV
Molecular weight = 76.124 g/mol

***

Least stable = run ii